Record 1
A 4-piece molecular cluster, C21H30NO13 overall at a distorted geometry, computed with ωB97M-V with the def2-TZVPD basis set.

Cartesian coordinates (Å):
C -2.028 5.268 1.989
C -2.603 4.206 0.879
O -3.955 3.768 1.314
C -1.685 2.822 0.740
O -1.166 2.328 2.026
O -0.444 1.252 1.846
C -1.371 0.087 1.879
O -1.789 -0.322 3.081
C -1.783 -0.656 0.478
C -3.129 -1.582 0.318
C -3.387 -2.292 -1.141
N -2.397 -2.069 -2.266
C -1.143 -1.222 -2.202
C -0.760 -0.440 -0.807
H -1.028 5.720 1.532
H -1.867 4.703 3.001
H -2.789 6.156 2.194
H -2.646 4.657 -0.209
H -3.966 3.750 2.322
H -0.737 2.978 0.038
H -2.375 2.052 0.167
H -3.853 -1.744 1.229
H -4.325 -2.997 -1.315
H -2.592 -2.562 -3.184
H -0.433 -1.128 -3.130
H 0.203 0.236 -0.731
C 1.642 -0.576 3.343
C 1.680 -2.088 3.246
C 2.713 -2.727 4.123
O 2.973 -3.944 3.445
C 2.710 -3.712 2.123
O 2.993 -4.475 1.217
O 2.089 -2.505 1.953
H 1.039 -0.155 2.530
H 1.221 -0.255 4.299
H 2.644 -0.146 3.243
H 0.680 -2.501 3.430
H 2.345 -2.918 5.135
H 3.649 -2.160 4.184
C -5.119 0.765 -7.191
C -4.832 0.243 -5.798
C -3.413 0.440 -5.356
O -3.248 -0.597 -4.404
C -4.111 -1.594 -4.766
O -4.114 -2.713 -4.286
O -4.966 -1.168 -5.745
H -6.090 0.399 -7.545
H -5.127 1.858 -7.207
H -4.372 0.412 -7.910
H -5.543 0.673 -5.082
H -3.248 1.418 -4.897
H -2.680 0.292 -6.157
C 7.525 -0.929 2.929
C 6.326 -0.887 2.003
C 6.561 -0.116 0.739
O 5.250 0.291 0.387
C 4.544 0.371 1.556
O 3.435 0.864 1.660
O 5.252 -0.171 2.592
H 7.233 -1.303 3.917
H 8.310 -1.573 2.525
H 7.942 0.072 3.085
H 5.975 -1.906 1.797
H 7.003 -0.729 -0.051
H 7.174 0.782 0.881

Calculated values
**Charge**: +1
**Largest force on an atom**: 0.176 Eh/bohr
**HOMO**: -0.4609 Eh
**Kohn-Sham gap**: 7.173 eV

Record 2
A 2-piece molecular cluster, C8H19N2O overall at a distorted geometry, computed with ωB97M-V with the def2-TZVPD basis set.

Cartesian coordinates (Å):
C 1.720 1.190 1.355
C -0.308 -0.275 0.602
C 3.493 -0.619 -1.144
C -4.283 -0.163 0.063
C 2.745 0.952 0.531
C -0.948 -1.598 0.575
C 3.826 -0.060 0.340
C -2.796 0.050 -0.258
N -0.068 0.295 -0.740
N -1.819 -0.426 0.801
O -2.557 1.364 -0.723
H 1.634 0.620 2.341
H 3.138 0.094 -1.883
H 4.351 -1.099 -1.570
H 2.897 -1.479 -1.138
H -4.452 0.264 1.006
H -4.902 0.523 -0.694
H -4.414 -1.294 -0.001
H 2.936 1.644 -0.186
H 1.125 2.023 1.331
H -1.260 -2.057 -0.295
H -0.929 -2.324 1.467
H 4.765 0.301 0.246
H 3.702 -0.736 1.177
H -2.651 -0.508 -1.093
H 0.958 0.538 -0.824
H -0.053 -0.276 -1.526
H -2.289 -0.178 1.648
H -0.653 1.041 -1.012
H -2.909 2.191 -0.395

Calculated values
**Charge**: +1
**Largest force on an atom**: 0.101 Eh/bohr
**HOMO**: -0.4214 Eh
**ΔE to the lowest compared entry with this formula, charge and spin**: 6.2772 eV
**Kohn-Sham gap**: 8.673 eV

Record 3
C12H25N5O10P2V as an isolated structure at a distorted geometry, computed with ωB97M-V with the def2-TZVPD basis set.

Cartesian coordinates (Å):
V 0.683 0.127 -0.152
N 0.861 2.225 -0.236
C 1.028 3.065 -1.481
C 1.278 2.312 -2.777
C 2.724 1.853 -2.987
C 3.089 0.526 -2.342
N 2.714 0.435 -0.900
H 0.035 2.561 0.253
H 1.618 2.435 0.413
H 1.852 3.758 -1.300
H 0.129 3.671 -1.571
H 1.022 3.013 -3.573
H 0.581 1.479 -2.887
H 3.406 2.641 -2.654
H 2.913 1.739 -4.055
H 4.168 0.370 -2.409
H 2.607 -0.301 -2.850
H 3.185 1.185 -0.397
H 3.133 -0.413 -0.525
C -2.765 1.985 0.344
C -2.476 0.818 -0.525
N -1.285 0.338 -0.884
C -1.519 -0.703 -1.747
C -2.855 -0.870 -1.924
N -3.428 0.106 -1.152
C -3.724 -1.829 -2.677
O -3.117 -2.765 -3.377
O -4.911 -1.707 -2.584
C -0.341 -1.415 -2.225
O -0.298 -2.380 -2.931
O 0.764 -0.782 -1.765
H -1.984 2.110 1.090
H -3.709 1.847 0.866
H -2.837 2.892 -0.259
H -4.433 0.235 -1.100
H -2.141 -2.744 -3.325
N -0.917 -2.604 3.105
C 0.193 -1.559 3.099
C 0.978 -1.627 4.401
P 1.166 -1.881 1.577
O 1.752 -3.304 1.865
O 0.096 -1.835 0.500
O 2.153 -0.792 1.233
P -0.708 0.054 2.812
O -0.240 1.051 3.948
O -2.145 -0.267 2.797
O -0.026 0.634 1.568
H -0.692 -3.405 3.699
H -1.107 -2.932 2.150
H -1.790 -2.143 3.418
H 1.460 -2.599 4.519
H 0.339 -1.439 5.264
H 1.752 -0.860 4.396
H 2.656 -3.530 1.602
H -0.886 1.222 4.648

Calculated values
**Charge**: +2
**Largest force on an atom**: 0.020 Eh/bohr
**HOMO (spin up / spin down)**: -0.5757 / -0.5759 Eh
**ΔE to the lowest compared entry with this formula, charge and spin**: 0.3959 eV
**Multiplicity**: 2
**Kohn-Sham gap (spin up / spin down)**: 7.121 / 7.833 eV

Record 4
A 2-piece molecular cluster, C5H4BNO2 overall at a distorted geometry, computed with ωB97M-V with the def2-TZVPD basis set.

Cartesian coordinates (Å):
B 1.512 -0.558 0.969
C -0.359 -1.313 -1.368
C -1.525 -0.834 -1.711
C -1.038 0.995 -0.257
C -2.223 1.072 -0.949
C -0.296 -0.149 -0.513
N -2.460 0.046 -1.763
O 1.385 -0.797 2.329
O 2.627 -0.589 0.245
H -0.524 1.745 0.309
H -2.848 1.892 -0.966
H 2.291 -0.871 2.827
H 3.458 -0.640 0.849

Calculated values
**Charge**: 0
**Largest force on an atom**: 0.097 Eh/bohr
**HOMO**: -0.3011 Eh
**ΔE to the lowest compared entry with this formula, charge and spin**: 1.7917 eV
**Kohn-Sham gap**: 7.698 eV

Record 5
C30H50BrN3P2SV as an isolated structure at a distorted geometry, computed with ωB97M-V with the def2-TZVPD basis set.

Cartesian coordinates (Å):
C 2.536 4.336 -0.885
C 1.535 3.594 -1.514
C 1.388 3.527 -2.901
C 2.314 4.228 -3.651
N 3.282 4.946 -3.077
C 3.375 5.035 -1.744
C 0.534 2.900 -0.834
C -0.586 2.447 -0.535
C -2.039 2.520 -0.267
C -2.537 1.210 0.109
C -3.813 0.933 0.692
C -4.474 2.052 1.172
C -4.212 3.346 0.679
C -2.988 3.617 -0.103
V -1.319 0.062 1.166
P 1.493 -0.498 -0.252
H 0.550 3.007 -3.359
H 2.605 4.461 0.195
H 2.250 4.186 -4.746
H 4.166 5.690 -1.348
H -2.787 4.670 -0.438
H -2.255 0.059 -0.435
H -4.951 4.152 0.940
H -4.007 -0.150 0.800
C 2.300 -2.201 -0.049
C 3.479 -2.686 -0.902
H 1.460 -2.899 -0.209
H 2.573 -2.284 1.010
H 3.697 -3.738 -0.653
H 3.282 -2.652 -1.980
H 4.402 -2.127 -0.712
C 1.842 -0.272 -2.081
C 3.194 0.248 -2.591
H 1.056 0.414 -2.413
H 1.650 -1.240 -2.564
H 3.164 0.331 -3.688
H 3.444 1.243 -2.210
H 4.027 -0.426 -2.354
C 2.809 0.669 0.372
C 4.271 0.228 0.486
H 2.448 0.999 1.355
H 2.733 1.557 -0.262
H 4.843 0.988 1.042
H 4.398 -0.727 1.011
H 4.757 0.136 -0.492
Br -5.670 1.581 2.692
P -1.598 -1.842 -1.617
C -0.550 -2.766 -2.804
C -1.037 -4.070 -3.416
H 0.392 -2.956 -2.264
H -0.314 -2.056 -3.608
H -0.216 -4.500 -4.003
H -1.316 -4.812 -2.666
H -1.873 -3.932 -4.106
C -2.663 -3.067 -0.741
C -4.100 -3.280 -1.202
H -2.653 -2.725 0.315
H -2.099 -4.012 -0.770
H -4.601 -3.919 -0.465
H -4.674 -2.349 -1.258
H -4.163 -3.799 -2.166
C -2.551 -0.657 -2.683
C -3.140 -1.122 -4.005
H -1.824 0.148 -2.874
H -3.321 -0.206 -2.046
H -3.728 -0.298 -4.420
H -2.376 -1.364 -4.746
H -3.812 -1.975 -3.898
C -2.297 0.646 3.718
N -1.003 0.451 4.384
C -0.660 1.293 5.556
C -0.090 -0.385 3.887
S -0.478 -1.448 2.589
N 1.141 -0.490 4.501
C 1.217 -1.195 5.803
C 2.282 -0.784 3.631
H -2.902 1.203 4.438
H -2.775 -0.323 3.502
H -2.226 1.261 2.786
H -0.920 0.740 6.486
H 0.422 1.542 5.529
H -1.263 2.226 5.481
H 1.841 -2.111 5.683
H 1.744 -0.527 6.512
H 0.218 -1.465 6.209
H 2.128 -1.719 3.049
H 2.466 0.049 2.947
H 3.154 -0.878 4.280

Calculated values
**Charge**: +2
**Largest force on an atom**: 0.092 Eh/bohr
**HOMO (spin up / spin down)**: -0.4763 / -0.4831 Eh
**ΔE to the lowest compared entry with this formula, charge and spin**: 3.1545 eV
**Multiplicity**: 4
**Kohn-Sham gap (spin up / spin down)**: 6.490 / 6.331 eV

Record 6
A 2-piece molecular cluster, C18H35F4N2O7S overall at a distorted geometry, computed with ωB97M-V with the def2-TZVPD basis set.

Cartesian coordinates (Å):
C 1.136 -1.809 2.147
C 1.211 -0.552 1.276
C -0.087 0.241 1.203
N -1.067 -0.559 0.489
C -2.302 0.007 0.168
S -2.071 1.737 -0.578
O -1.831 2.753 0.401
O -0.990 1.561 -1.505
C -3.504 2.203 -1.687
F -3.519 1.454 -2.770
F -4.671 2.180 -1.068
F -3.221 3.462 -2.033
O -2.653 -0.693 -1.053
C -3.993 -0.947 -1.141
O -4.529 -1.562 -2.040
O -4.571 -0.369 -0.074
C -3.586 -0.253 0.997
C -3.746 -1.581 1.769
C -2.981 -2.813 1.319
F -1.829 -2.934 2.073
C -4.165 0.872 1.852
C -3.257 1.523 2.905
C -2.389 0.596 3.751
C -1.236 1.321 4.443
O -0.493 2.174 3.592
H 2.104 -2.030 2.576
H 0.852 -2.655 1.546
H 0.442 -1.656 2.962
H 1.387 -0.880 0.250
H 2.044 0.095 1.521
H 0.175 1.176 0.718
H -0.374 0.479 2.214
H -0.690 -1.054 -0.301
H -4.795 -1.815 1.670
H -3.576 -1.484 2.829
H -3.580 -3.688 1.531
H -2.698 -2.824 0.275
H -5.015 0.449 2.370
H -4.583 1.654 1.237
H -3.921 2.029 3.598
H -2.684 2.316 2.452
H -2.034 -0.272 3.216
H -3.007 0.198 4.551
H -0.530 0.595 4.822
H -1.636 1.885 5.282
H -0.935 3.016 3.518
C 4.944 -1.664 -3.008
N 4.605 -0.310 -3.560
C 4.183 -0.486 -4.984
C 5.816 0.559 -3.516
C 3.447 0.330 -2.825
C 3.670 0.662 -1.370
O 3.943 -0.518 -0.629
H 5.582 -2.167 -3.732
H 5.481 -1.548 -2.076
H 4.026 -2.222 -2.864
H 5.006 -0.933 -5.535
H 3.939 0.488 -5.399
H 3.315 -1.138 -5.009
H 6.160 0.639 -2.490
H 5.558 1.539 -3.910
H 6.589 0.100 -4.126
H 2.613 -0.364 -2.928
H 3.216 1.247 -3.365
H 2.749 1.121 -0.997
H 4.481 1.386 -1.241
H 4.072 -0.262 0.289

Calculated values
**Charge**: +1
**Largest force on an atom**: 0.054 Eh/bohr
**HOMO**: -0.4301 Eh
**Kohn-Sham gap**: 9.175 eV

Record 7
An isolated molecule of C30H36NO3P at a distorted geometry, computed with ωB97M-V with the def2-TZVPD basis set.

Cartesian coordinates (Å):
C -1.061 -2.595 3.401
C -0.598 -3.597 2.349
C -1.588 -3.759 1.192
C -1.743 -2.522 0.336
C -2.548 -2.572 -0.929
C -1.063 -2.309 -0.990
C -0.225 -3.390 -1.653
C 1.219 -3.511 -1.166
C 1.904 -4.725 -1.781
C -0.636 -0.889 -1.385
N -1.635 0.114 -0.999
P -1.501 1.194 0.283
O -1.398 0.564 1.602
C -0.149 2.394 -0.005
C 0.648 2.710 1.085
C 1.691 3.608 0.950
C 1.938 4.197 -0.279
C 1.139 3.888 -1.368
C 0.098 2.989 -1.233
C -3.043 2.142 0.074
C -3.431 2.769 -1.103
C -4.617 3.479 -1.149
C -5.419 3.571 -0.023
C -5.034 2.952 1.154
C -3.847 2.243 1.201
C 0.703 -0.445 -0.848
C 1.065 -0.644 0.479
C 2.232 -0.094 0.971
C 3.057 0.667 0.146
C 4.250 1.310 0.734
O 4.607 1.182 1.881
O 4.904 2.090 -0.146
C 6.043 2.765 0.361
C 2.723 0.827 -1.196
C 1.557 0.273 -1.681
H -1.146 -1.593 2.989
H -0.351 -2.562 4.225
H -2.032 -2.885 3.797
H 0.377 -3.295 1.961
H -0.469 -4.573 2.826
H -2.569 -4.003 1.613
H -1.279 -4.605 0.577
H -1.890 -1.620 0.914
H -2.894 -3.536 -1.274
H -3.236 -1.765 -1.132
H -0.718 -4.353 -1.502
H -0.217 -3.205 -2.733
H 1.778 -2.612 -1.428
H 1.230 -3.602 -0.079
H 2.934 -4.794 -1.441
H 1.388 -5.641 -1.500
H 1.905 -4.654 -2.867
H -0.574 -0.878 -2.484
H -2.148 0.490 -1.781
H 0.441 2.233 2.031
H 2.312 3.844 1.801
H 2.753 4.896 -0.391
H 1.333 4.347 -2.327
H -0.512 2.741 -2.091
H -2.812 2.713 -1.987
H -4.917 3.964 -2.067
H -6.344 4.127 -0.065
H -5.657 3.024 2.034
H -3.524 1.749 2.105
H 0.427 -1.219 1.125
H 2.513 -0.226 2.004
H 6.450 3.341 -0.467
H 5.759 3.423 1.185
H 6.780 2.047 0.727
H 3.371 1.397 -1.844
H 1.298 0.408 -2.723

Calculated values
**Charge**: 0
**Largest force on an atom**: 0.028 Eh/bohr
**HOMO**: -0.3282 Eh
**ΔE to the lowest compared entry with this formula, charge and spin**: 0.1443 eV
**Kohn-Sham gap**: 9.361 eV
**SMILES string**: CCC[C@@H]1C[C@@]1(CCC)[C@@H](NP(=O)(c1ccccc1)c1ccccc1)c1ccc(C(=O)OC)cc1

Record 8
A 2-piece molecular cluster, CH6NO2 overall at a distorted geometry, computed with ωB97M-V with the def2-TZVPD basis set.

Cartesian coordinates (Å):
O -0.978 1.742 -2.146
H -0.500 0.954 -1.776
N 1.042 -0.647 1.495
C 0.064 -0.449 0.353
O 0.560 -0.041 -0.784
H 1.831 -1.152 1.074
H 0.635 -1.395 2.049
H -0.663 0.281 0.803
H -0.529 -1.405 0.336
H -1.463 2.112 -1.405

Calculated values
**Charge**: -1
**Largest force on an atom**: 0.029 Eh/bohr
**HOMO**: -0.1038 Eh
**ΔE to the lowest compared entry with this formula, charge and spin**: 0.3703 eV
**Kohn-Sham gap**: 7.476 eV

Record 9
A 2-piece molecular cluster, C4H7NO overall at a distorted geometry, computed with ωB97M-V with the def2-TZVPD basis set.

Cartesian coordinates (Å):
H -2.016 0.441 -1.370
N -1.063 0.112 -1.210
C -0.270 1.094 -1.058
C 1.192 0.893 -0.805
H -0.609 2.139 -1.102
H 1.784 1.371 -1.594
H 1.423 -0.176 -0.776
H 1.481 1.352 0.148
C -0.562 -1.868 1.280
C -0.112 -0.798 1.889
O 0.292 0.166 2.416
H -0.830 -1.763 0.233
H -0.663 -2.800 1.819

Calculated values
**Charge**: 0
**Largest force on an atom**: 0.020 Eh/bohr
**HOMO**: -0.3326 Eh
**ΔE to the lowest compared entry with this formula, charge and spin**: 2.0752 eV
**Kohn-Sham gap**: 10.028 eV
**SMILES string**: [H]/N=C/C.C=C=O

Repeat the sixth record exactly.
A 2-piece molecular cluster, C18H35F4N2O7S overall at a distorted geometry, computed with ωB97M-V with the def2-TZVPD basis set.

Cartesian coordinates (Å):
C 1.136 -1.809 2.147
C 1.211 -0.552 1.276
C -0.087 0.241 1.203
N -1.067 -0.559 0.489
C -2.302 0.007 0.168
S -2.071 1.737 -0.578
O -1.831 2.753 0.401
O -0.990 1.561 -1.505
C -3.504 2.203 -1.687
F -3.519 1.454 -2.770
F -4.671 2.180 -1.068
F -3.221 3.462 -2.033
O -2.653 -0.693 -1.053
C -3.993 -0.947 -1.141
O -4.529 -1.562 -2.040
O -4.571 -0.369 -0.074
C -3.586 -0.253 0.997
C -3.746 -1.581 1.769
C -2.981 -2.813 1.319
F -1.829 -2.934 2.073
C -4.165 0.872 1.852
C -3.257 1.523 2.905
C -2.389 0.596 3.751
C -1.236 1.321 4.443
O -0.493 2.174 3.592
H 2.104 -2.030 2.576
H 0.852 -2.655 1.546
H 0.442 -1.656 2.962
H 1.387 -0.880 0.250
H 2.044 0.095 1.521
H 0.175 1.176 0.718
H -0.374 0.479 2.214
H -0.690 -1.054 -0.301
H -4.795 -1.815 1.670
H -3.576 -1.484 2.829
H -3.580 -3.688 1.531
H -2.698 -2.824 0.275
H -5.015 0.449 2.370
H -4.583 1.654 1.237
H -3.921 2.029 3.598
H -2.684 2.316 2.452
H -2.034 -0.272 3.216
H -3.007 0.198 4.551
H -0.530 0.595 4.822
H -1.636 1.885 5.282
H -0.935 3.016 3.518
C 4.944 -1.664 -3.008
N 4.605 -0.310 -3.560
C 4.183 -0.486 -4.984
C 5.816 0.559 -3.516
C 3.447 0.330 -2.825
C 3.670 0.662 -1.370
O 3.943 -0.518 -0.629
H 5.582 -2.167 -3.732
H 5.481 -1.548 -2.076
H 4.026 -2.222 -2.864
H 5.006 -0.933 -5.535
H 3.939 0.488 -5.399
H 3.315 -1.138 -5.009
H 6.160 0.639 -2.490
H 5.558 1.539 -3.910
H 6.589 0.100 -4.126
H 2.613 -0.364 -2.928
H 3.216 1.247 -3.365
H 2.749 1.121 -0.997
H 4.481 1.386 -1.241
H 4.072 -0.262 0.289

Calculated values
**Charge**: +1
**Largest force on an atom**: 0.054 Eh/bohr
**HOMO**: -0.4301 Eh
**Kohn-Sham gap**: 9.175 eV

Q: Number 2 is which compound?
A: C8H19N2O

Q: Look up the largest force on an atom of the seventh one.
A: 0.028 Eh/bohr